The following is a quantum chemistry calculation of a molecular structure, C5H6N, from OMol25.

Properties
- HOMO energy (spin up / spin down): -13.24 / -13.61 eV
- Frontier orbital gap (spin up / spin down): 7.62 / 8.34 eV
- Relative energy (zero: lowest compared OMol25 entry of this formula, charge and spin): 206.9 kcal/mol
- Net charge: +1
- LUMO (spin up / spin down): -0.206 / -0.194 Eh

Element x y z (Å)
N  1.11974  -0.10744  -0.72899
C  1.90348  -0.26831  0.56000
C  -2.21053  -0.24018  0.39540
C  -1.25405  0.79699  0.13966
C  -0.29919  -0.15361  -0.32388
C  -1.46698  -0.98895  -0.47445
H  1.58021  -0.62963  -1.49187
H  1.39598  0.86530  -0.95368
H  1.87604  -1.19902  1.15271
H  -3.20297  -0.35131  0.82614
H  -1.51433  1.63753  -0.29710
H  2.07260  0.63861  1.19607

=====

The following is a quantum chemistry calculation of a molecular structure, C20H17Cl2N2STc, from OMol25.

Properties
- HOMO energy (spin up / spin down): -11.05 / -11.38 eV
- Frontier orbital gap (spin up / spin down): 7.42 / 7.54 eV
- Relative energy (zero: lowest compared OMol25 entry of this formula, charge and spin): 0.0 kcal/mol
- Net charge: +1
- LUMO (spin up / spin down): -0.134 / -0.141 Eh
- <S²>: 3.859
- 2S+1: 4

Element x y z (Å)
Tc  -0.61902  0.33162  -0.02334
Cl  -2.48440  2.95459  -0.96290
Cl  -3.26659  0.12845  -0.94495
S  -0.21884  -4.14479  -1.36550
N  -0.66375  -1.83244  -0.36905
N  0.04095  1.28505  1.26426
C  3.21566  3.35330  2.97292
C  2.85348  3.61567  1.65682
C  2.69026  0.69897  -2.76376
C  0.52088  0.66059  -1.69025
C  2.52236  2.40673  3.71802
C  1.10774  1.97379  1.82562
C  -0.05500  -2.45516  -1.34325
C  1.80531  2.92551  1.07562
C  -0.08059  0.74224  -2.95198
C  0.69444  0.80257  -4.10201
C  -1.33790  -2.73425  0.45861
C  2.07983  0.77597  -4.00866
C  -2.68638  -3.43032  2.28952
C  1.46202  1.72152  3.15325
C  -2.07849  -2.40823  1.59548
C  -1.21530  -4.06175  0.05007
C  1.91770  0.64839  -1.61129
C  -2.56626  -4.76306  1.86946
C  -3.83276  1.83636  -1.00770
C  -1.83240  -5.09623  0.75214
H  -2.16549  -1.38007  1.92841
H  0.21673  0.87189  -5.07077
H  -4.46623  1.99116  -0.14335
H  0.90007  0.99095  3.71980
H  -3.05472  -5.54375  2.43595
H  -1.16132  0.76197  -3.04837
H  -4.37272  1.94814  -1.93975
H  2.68321  0.82143  -4.90552
H  3.39052  4.35964  1.08406
H  -3.26347  -3.20409  3.17545
H  3.76994  0.68483  -2.68890
H  0.52504  -1.93022  -2.08963
H  2.80454  2.21097  4.74351
H  4.03846  3.89324  3.42191
H  -1.73447  -6.12488  0.43403
H  1.50564  3.11405  0.05277
H  2.41131  0.59961  -0.64675

=====

The following is a quantum chemistry calculation of C3H4N4O in the gas phase, from OMol25.

Properties
- HOMO energy: -10.27 eV
- SMILES: Cn1nnc(C=O)n1
- Frontier orbital gap: 10.49 eV
- Relative energy (zero: lowest compared OMol25 entry of this formula, charge and spin): 114.8 kcal/mol
- Net charge: 0
- LUMO: 0.008 Eh

Element x y z (Å)
O  -3.39013  0.35130  0.16575
N  0.40926  1.46213  -0.10905
N  -0.78720  1.44463  -0.07074
N  0.78630  0.18398  -0.12642
N  -0.15123  -0.63040  -0.28836
C  2.05888  -0.21512  0.17828
C  -1.28286  0.24858  -0.21043
C  -2.53186  -0.39950  -0.02134
H  2.63803  -0.38058  -0.75794
H  2.96875  0.57458  0.70078
H  1.80458  -1.26097  0.77883
H  -2.52254  -1.37864  -0.23937

=====

The following is a quantum chemistry calculation of a molecular structure, C86H67InN3O2P3S3Si, from OMol25.

Properties
- HOMO energy (spin up / spin down): -7.24 / -7.25 eV
- Frontier orbital gap (spin up / spin down): 7.45 / 7.46 eV
- Net charge: 0
- LUMO (spin up / spin down): 0.008 / 0.008 Eh

Element x y z (Å)
In  -0.16465  0.02585  0.29011
S  -1.83897  -0.63215  4.28057
S  0.44832  -3.62860  4.56040
S  -2.80311  -4.60615  1.35728
P  -0.51622  -2.78049  -2.18901
P  2.57714  -0.05483  1.49738
P  -0.70193  2.34321  -2.06249
Si  1.61055  -0.03329  -1.70257
O  -7.22596  1.60062  -1.12058
O  -0.98583  -1.85555  1.19142
N  -7.45906  0.37525  0.76632
N  -2.51119  0.33681  -0.07305
N  -0.42803  1.49489  1.82156
C  1.32925  -0.99308  -3.36255
C  3.27766  -0.78718  -1.10119
C  -1.68426  2.42468  -3.61440
C  -2.36355  -2.54015  -4.40505
C  -1.00292  -2.60146  2.37926
C  -0.09580  -6.79864  -3.07381
C  -2.32074  -6.24309  1.27709
C  -1.29147  -4.08765  2.03985
C  3.20189  -3.38992  3.77585
C  -0.67601  -5.55067  -2.88739
C  -2.75539  5.18094  -0.02024
C  4.88668  -1.37759  0.62382
C  1.73187  3.08096  0.42211
C  0.08019  2.56438  2.25033
C  1.20503  3.65062  -3.65670
C  -3.20982  -3.20804  -2.26267
C  4.10913  2.34468  4.41623
C  -1.83470  4.89759  4.55421
C  2.72286  5.25444  1.80576
C  3.19874  4.97589  0.53353
C  -4.18450  -1.59877  4.30646
C  -2.12682  -2.85670  -3.06903
C  -3.45403  -0.58997  4.84070
C  -3.53326  3.14366  -4.97886
C  -1.05088  -6.39783  1.71629
C  -0.46805  -5.17263  2.12708
C  -1.98256  6.32973  -0.10114
C  -4.53494  0.51157  -1.30932
C  1.38965  -4.75158  -1.95479
C  1.99853  1.67870  -2.47792
C  3.27089  -1.84471  3.77526
C  -5.25113  0.70772  -0.13596
C  1.65139  -2.72502  2.13651
C  0.68979  -2.92545  -4.69388
C  3.67005  -0.80777  0.24776
C  4.14705  -1.35684  -2.03730
C  0.38696  -2.54391  3.11213
C  -2.10999  -2.05065  3.31456
C  4.71171  1.73599  1.77502
C  1.44647  -2.47987  -5.75739
C  2.58716  -3.78576  2.50742
C  2.50545  -1.76177  5.11694
C  3.69269  1.04453  2.42750
C  3.38986  1.36577  3.75127
C  0.96137  2.57455  -2.80166
C  -1.08171  3.01134  5.83349
C  2.24608  -1.40278  2.70432
C  0.06827  -4.51332  -2.34043
C  -2.82783  3.19814  -3.78384
C  -0.29984  5.10376  -1.30814
C  -4.55835  0.73516  1.06974
C  5.13162  3.01809  3.76514
C  2.11155  -1.27285  -5.65692
C  1.21670  3.36510  1.68156
C  0.58747  -2.18170  -3.51319
C  -4.69251  -3.10678  -4.14471
C  1.96017  -5.99931  -2.13201
C  -0.55330  3.15645  3.48688
C  3.28431  1.97489  -2.93825
C  -1.28161  1.56782  -4.64260
C  -3.64152  -2.66316  -4.93408
C  5.43357  2.70859  2.44792
C  -3.10603  2.32079  -6.00856
C  2.06717  -0.55902  -4.47444
C  -2.31447  4.00656  -0.60804
C  5.72833  -1.93018  -0.32415
C  1.32430  -0.92474  4.89441
C  -1.09824  3.96353  -1.29451
C  -3.42081  -2.42092  3.43568
C  -1.23383  4.36896  3.42192
C  5.35777  -1.91485  -1.66109
C  2.48670  3.91464  -4.10778
C  -1.97951  1.52710  -5.83708
C  1.21931  -7.02458  -2.70530
C  2.16071  -3.30520  4.98585
C  -6.73082  0.94696  -0.22580
C  -1.76356  4.21718  5.76235
C  3.53437  3.09474  -3.71526
C  2.72206  3.86489  -0.14436
C  -3.18541  0.56004  1.05506
C  -4.47598  -3.36671  -2.79948
C  1.76052  4.44343  2.38505
C  -0.74699  6.28178  -0.72803
C  -3.17042  0.30860  -1.22972
C  0.94121  -1.10501  3.48576
C  -0.47849  2.48438  4.70051
H  1.30146  -2.72327  1.10197
H  0.67972  5.08311  -1.75692
H  2.66620  4.76394  -4.75456
H  -3.87202  -3.26017  2.94021
H  2.57285  -4.79631  2.12770
H  -2.33434  7.25223  0.34227
H  -4.42011  3.75151  -5.10355
H  -2.34622  5.85038  4.49358
H  -1.01895  2.47947  6.77493
H  -1.55782  -2.20149  -5.04009
H  -5.22680  -1.77993  4.52699
H  -7.03795  -0.20004  1.47281
H  -1.64293  0.87873  -6.63630
H  0.17504  -3.87576  -4.76969
H  -0.40832  0.94015  -4.50221
H  -2.58270  0.13155  -2.12007
H  -2.91594  3.10633  -0.53037
H  6.67310  -2.36436  -0.02311
H  -3.81618  -2.41986  -5.97466
H  2.37030  -3.92876  5.85472
H  -0.67760  -7.59623  -3.51897
H  0.53965  -5.14231  2.48979
H  2.98639  -6.17581  -1.83431
H  2.68086  -0.89572  -6.49725
H  -5.06477  0.92221  2.00704
H  6.01322  -2.34154  -2.40975
H  1.51330  -3.06984  -6.66272
H  -3.70307  5.20242  0.50296
H  -3.65210  2.29270  -6.94236
H  3.86807  -1.36653  -3.08314
H  0.07026  1.55171  4.75464
H  5.69713  3.78412  4.27944
H  4.24827  -1.37249  3.71830
H  0.37794  4.27236  -3.97716
H  4.93282  1.51043  0.73876
H  -2.23193  4.63058  6.64643
H  -8.45760  0.49185  0.75812
H  -5.04120  0.51836  -2.26399
H  -2.58062  0.62479  1.95161
H  2.62476  0.36780  -4.40973
H  4.54435  3.31686  -4.03673
H  1.97824  -3.94077  -1.53408
H  -1.28098  4.90060  2.47952
H  -5.67842  -3.23279  -4.57337
H  3.94097  5.61831  0.07662
H  -0.52710  -7.34121  1.75011
H  4.10283  1.31356  -2.67588
H  5.17501  -1.37719  1.66747
H  -5.29308  -3.68397  -2.16271
H  3.86667  2.58925  5.44276
H  0.61169  -0.71425  5.67955
H  3.09874  6.11182  2.34966
H  -3.00766  -6.97709  0.88973
H  -1.70299  -5.38488  -3.18567
H  -3.16486  3.85307  -2.99154
H  1.42583  4.65562  3.39012
H  3.09546  -1.56726  6.01213
H  -3.03525  -3.34400  -1.20553
H  -3.76179  0.17661  5.53277
H  0.30740  -0.33057  3.05161
H  -0.12408  7.16582  -0.77773
H  3.11384  3.62087  -1.12406
H  4.09572  -3.93470  4.07773
H  1.66857  -7.99499  -2.87363
H  1.32175  2.24746  -0.13043
H  2.58496  0.84545  4.25806
H  6.22846  3.23506  1.93537